C43H66N9O4PS | ωB97M-V with the def2-TZVPD basis set

```
124
Properties=species:S:1:pos:R:3
S -4.0955 0.0893 -1.6863
P 2.1845 1.8940 1.0204
O 5.4005 0.8362 -1.6592
O 5.0643 3.8388 -0.2917
O -3.4081 2.8394 -0.7625
O 5.9142 -1.2731 -0.7169
N -2.1603 3.4438 -2.7166
N -6.6415 -2.3758 -1.6708
N 3.4977 2.8194 -1.9344
N -9.5225 5.7522 0.3822
N -2.6352 2.1774 -2.8593
N -11.0623 -4.0821 1.1746
N 5.9862 -2.6572 4.3649
N 0.5647 1.7547 0.9098
N 4.8264 2.8546 2.7515
C 4.4883 2.8661 -0.8151
C 7.2803 3.7534 3.3574
C 4.3305 -1.0969 -5.6754
C -8.6831 -3.6412 4.0423
C 8.4442 -1.7840 4.9890
C 8.3742 1.8733 2.0395
C -8.4416 6.1504 0.6454
C 1.9269 0.8938 -2.9492
C -3.3682 1.7764 -1.7021
C -2.6911 -0.9923 -1.0735
C 5.9062 3.2511 3.0182
C 5.3071 -1.3039 -3.1075
C -0.2369 -1.6024 -2.9556
C 2.4597 1.7337 -1.6912
C 4.6761 -2.5983 -5.9308
C -9.4878 -4.9274 4.1979
C 4.6709 -0.5171 -4.2781
C 5.6757 -2.7966 -3.3771
C 2.5786 -0.5639 -0.1258
C 9.4281 -2.1647 3.8802
C -1.6437 -2.3569 -3.1646
C -2.6044 -2.3757 -1.8776
C 3.0949 -1.1763 1.2814
C 3.0658 0.9385 -0.4098
C -7.0669 6.6553 0.9799
C 4.6419 1.2681 -0.5022
C 7.0695 -2.2760 4.6397
C -6.0900 6.2863 -0.1388
C -2.6329 3.8538 -1.4174
C 2.6448 -2.4391 1.7705
C 9.5372 -3.6712 3.6702
C -7.2591 -1.4139 -1.3409
C 5.3602 -3.4046 -4.7810
C 0.3303 0.9482 -3.1550
C 5.5598 -0.5788 -1.6943
C -0.1904 -0.3492 -3.9692
C -5.9729 4.7807 -0.3513
C -8.0506 -0.2072 -0.9250
C -8.6545 -0.4332 0.4630
C -9.7052 -5.6578 2.8708
C -9.6035 -1.6266 0.5104
C -10.4648 -4.7765 1.9208
C 8.2635 3.3780 2.2462
H -10.4258 -1.5023 -0.2002
H -0.1893 1.0676 -2.1296
H 2.4600 3.2982 1.0013
H 7.2448 4.8393 3.4756
H 1.5311 2.3737 -1.4298
H -10.0312 -1.7319 1.5094
H 7.4221 1.4386 1.7239
H -9.2013 -2.9157 3.4098
H -1.7173 -0.4038 -1.0069
H 8.6931 1.3728 2.9595
H -8.7466 -5.9280 2.4195
H 7.9555 3.8426 1.3041
H 3.8250 -0.4294 -6.4664
H 10.2696 -3.8939 2.8905
H 0.6045 -2.3217 -3.2888
H -7.1058 7.7407 1.1024
H -6.4070 6.7532 -1.0769
H -9.0875 -2.5612 0.2790
H 5.0208 1.0321 0.5478
H -1.3863 -3.4642 -3.3903
H 4.4316 0.5867 -4.0968
H 2.8995 -1.3133 -0.9426
H -8.9636 -5.5933 4.8898
H -7.8543 -0.5867 1.1946
H 2.2228 -0.2195 -2.8650
H 2.3922 1.3772 -3.8927
H -2.1906 -1.9696 -4.0878
H -10.2731 -6.5769 3.0359
H -5.6443 4.2797 0.5644
H 3.8302 -0.6114 1.9507
H -8.5281 -3.1700 5.0159
H 2.5713 1.3489 2.2890
H 9.2510 3.7786 2.4941
H 6.1744 -3.4013 -2.5544
H -5.1019 6.6894 0.1030
H -7.3904 0.6642 -0.9108
H 1.4261 -0.6490 -0.0785
H -6.9253 4.3423 -0.6609
H 9.1217 -1.6969 2.9390
H 3.9075 2.6297 -2.8687
H -2.3512 -3.2647 -1.2041
H -2.4383 4.8649 -0.9143
H 9.1063 1.6504 1.2596
H 8.5848 -4.1039 3.3534
H -0.0007 -1.3304 -1.8672
H 2.8427 -2.8175 2.8352
H -6.7464 6.2183 1.9296
H 0.4731 -0.5956 -4.8833
H 7.5928 3.3185 4.3108
H 9.8551 -4.1732 4.5892
H 0.1183 1.8834 -3.7997
H -8.8379 -0.0242 -1.6614
H 8.4133 -0.6979 5.1082
H -3.6731 -2.5849 -2.2758
H 0.3121 1.2014 0.0781
H -5.2462 4.5637 -1.1367
H 10.4174 -1.7693 4.1294
H -7.7019 -3.8434 3.6019
H -1.2173 -0.0653 -4.4083
H -9.1987 0.4663 0.7658
H 5.6433 -4.4907 -4.9737
H 8.7519 -2.2209 5.9430
H -2.9680 -1.2656 0.0173
H 2.0944 -3.1776 1.0820
H -10.4547 -4.6882 4.6521
H 4.4234 -3.0641 -6.9374
```

Computed properties:
- frontier orbital gap (eV) = 7.3750
- calculated total energy (a.u.) = -3210.88465
- SMILES = C=CC[C@]1([PH2]=N)[C@H](CCCCCCCSc2nnco2)NC(=O)[C@@H]1OC(=O)c1ccccc1.CCCC#N.CCCC#N.CCCC#N.CCCC#N.CCCC#N
- HOMO (eV) = -7.940
- multiplicity = 1
- net charge = 0

Mulliken atomic charge list, values in e, 8 entries: atom 1 (S): -0.1069, atom 2 (P): 0.6715, atom 3 (O): -0.4573, atom 4 (O): -0.5189, atom 5 (O): -0.2388, atom 6 (O): -0.5645, atom 7 (N): -0.5146, atom 8 (N): -0.5079

---

C19H50Cd2N3O8 | ωB97M-V with the def2-TZVPD basis set

```
82
Properties=species:S:1:pos:R:3
Cd -4.0317 0.8282 1.9815
Cd -1.3393 2.5008 2.5050
O -2.0789 1.1522 0.9753
O 0.6204 -4.4772 0.9564
O 5.0870 1.2537 2.3225
O 2.1511 4.0798 -2.7257
O -4.5101 3.4644 -2.9957
O -4.7567 -0.0258 0.2392
O 3.0308 -3.6568 4.3363
O -3.7384 -2.8240 -1.8370
N 2.7582 2.7873 -0.1628
N -4.5399 -0.2559 -2.5860
N 1.7424 -2.1736 2.5412
C -2.2597 -3.0996 -1.8820
C -0.4022 -4.9681 1.8305
C 1.5055 5.0064 -3.6554
C 3.6890 -4.3896 5.4109
C 3.8553 1.9516 2.0814
C 2.0575 2.1627 -1.3327
C -4.0428 -1.1647 -3.5319
C 6.1469 2.0571 2.8776
C 3.5137 1.6682 0.5247
C -4.5852 2.2641 -2.1418
C 0.4003 -3.0063 0.7184
C 3.0223 -1.6104 2.9888
C -3.9847 4.6424 -2.4345
C 1.6543 -2.2104 1.0380
C -4.2951 -2.5635 -3.1174
C 1.2100 3.1789 -2.1148
C 3.4574 -2.2680 4.2503
C -4.5316 1.0936 -3.1589
C -1.4178 0.4352 -0.0496
H -0.4820 -2.6156 1.2254
H 2.9172 -1.7107 5.0155
H -2.0437 -3.6602 -0.9725
H -4.2404 -0.0847 -0.5647
H -0.1539 -4.7684 2.8729
H 3.0831 1.5051 2.7079
H -3.7703 2.0772 -1.4424
H 4.7628 -4.5716 5.3667
H 2.8020 1.6929 -1.9754
H 2.2583 5.5545 -4.2220
H 3.8634 -1.6917 2.3002
H -1.7010 -2.1663 -1.8124
H 6.2945 3.0424 2.4355
H 7.1706 1.6931 2.9645
H -1.4602 0.8965 -1.0363
H -0.3645 0.1576 -0.0108
H -5.3665 -2.7638 -3.1292
H 3.3576 3.4988 -0.5560
H 0.6025 2.7387 -2.9056
H -5.4506 -0.6756 0.1269
H -3.0711 4.4489 -1.8725
H 4.5213 -2.1141 4.4306
H 0.6045 3.7002 -1.3734
H -1.4061 -4.6058 1.6092
H 5.7808 2.2161 3.8919
H -0.4218 -6.0480 1.6837
H -1.9338 -3.6447 -2.7679
H 0.7581 4.6145 -4.3452
H 1.3224 1.4616 -0.9375
H -3.8233 -3.2094 -3.8579
H 4.4617 1.5213 0.0072
H -3.0064 -0.9093 -3.7526
H -5.3928 -0.5678 -2.1440
H 3.9768 3.0108 2.3083
H 2.5865 -2.6712 0.7114
H -3.7253 1.2527 -3.8749
H -5.3890 1.0677 -3.8314
H 2.9137 -0.5262 3.0159
H 0.8985 5.6471 -3.0157
H -5.5139 2.2035 -1.5744
H -1.8302 -0.5544 -0.2461
H 2.0425 -3.1062 2.7866
H 2.8471 0.8151 0.3984
H 1.6495 -1.2743 0.4796
H -4.7745 4.9918 -1.7695
H -4.6875 -1.0035 -4.3960
H 3.1681 -5.3462 5.4514
H -3.8747 5.3192 -3.2818
H 0.0981 -2.8427 -0.3160
H 3.7541 -3.8278 6.3427
```

Computed properties:
- frontier orbital gap (alpha / beta) (eV) = 5.3526 / 3.0372
- calculated total energy (a.u.) = -1854.60776
- HOMO (alpha / beta) (eV) = -13.221 / -13.221
- multiplicity = 2
- expectation value of S² = 1.281
- net charge = +2

Mulliken atomic charge list, values in e, 8 entries: atom 1 (Cd): 0.8075, atom 2 (Cd): 0.6941, atom 3 (O): -0.7435, atom 4 (O): -0.3841, atom 5 (O): -0.3049, atom 6 (O): -0.3607, atom 7 (O): -0.3225, atom 8 (O): -0.6825

---

C3H5NO2 | ωB97M-V with the def2-TZVPD basis set

```
11
Properties=species:S:1:pos:R:3
O 1.2295 1.1478 1.7258
O 0.0976 -0.2864 -1.2394
N -1.5852 0.0787 0.2781
C 0.8216 0.1523 1.1768
C 1.1460 -0.0932 -0.2916
C -1.1775 -0.1017 -0.9046
H 1.7391 -1.0122 -0.3224
H -2.5929 0.1948 0.3021
H 0.3518 -0.6661 1.7444
H -1.7816 -0.1562 -1.8125
H 1.7515 0.7422 -0.6568
```

Computed properties:
- frontier orbital gap (eV) = 10.6312
- calculated total energy (a.u.) = -322.50611
- SMILES = [H]/N=C/OCC=O
- HOMO (eV) = -9.816
- multiplicity = 1
- net charge = 0

Mulliken atomic charge list, values in e, 8 entries: atom 1 (O): -0.4812, atom 2 (O): -0.3733, atom 3 (N): -0.5649, atom 4 (C): 0.0867, atom 5 (C): -0.3104, atom 6 (C): 0.1273, atom 7 (H): 0.2578, atom 8 (H): 0.2323

---

C6H15N2 | ωB97M-V with the def2-TZVPD basis set

```
23
Properties=species:S:1:pos:R:3
N 2.4316 0.0796 -1.4634
N -1.3739 -0.4085 -0.0983
C -0.3867 0.2366 0.3750
C -2.3778 0.3312 -0.7725
C 2.0130 0.3840 0.9418
C 0.7880 -0.3526 0.8632
C 3.0170 -0.0856 -0.1621
C -3.7267 0.0749 -0.0918
H -4.0975 -0.9144 -0.3498
H 0.7732 -1.3919 1.1939
H 3.8822 0.5715 -0.1175
H -3.7561 0.2422 0.9799
H -0.3538 1.3175 0.2011
H -4.4136 0.7820 -0.5628
H -1.6994 -1.1767 3.1188
H 2.9875 0.1388 -2.2962
H 3.3430 -1.1075 0.0419
H 1.8924 1.4637 0.9262
H 2.4915 0.1418 1.9007
H -2.1239 1.3945 -0.8131
H -1.2595 -0.6244 2.8893
H 1.6037 -0.4892 -1.5681
H -2.4472 -0.0209 -1.8039
```

Computed properties:
- frontier orbital gap (eV) = 6.2683
- calculated total energy (a.u.) = -346.73258
- HOMO (eV) = -13.405
- multiplicity = 1
- net charge = +1

Mulliken atomic charge list, values in e, 8 entries: atom 1 (N): -0.4218, atom 2 (N): -0.0847, atom 3 (C): -0.4713, atom 4 (C): -0.2781, atom 5 (C): -0.4530, atom 6 (C): 0.1932, atom 7 (C): -0.5056, atom 8 (C): -1.0745

---

C3H4N4O | ωB97M-V with the def2-TZVPD basis set

```
12
Properties=species:S:1:pos:R:3
O 1.4039 -1.7561 0.0839
N 0.0730 1.1363 1.5965
N -0.6965 -0.4275 -1.4721
N -0.5806 1.1454 0.4881
N -0.2979 -0.0700 -0.2047
C -1.1780 0.4093 -2.2754
C 0.8910 0.1631 1.5853
C 0.7053 -0.7890 0.4770
H -1.5462 1.5103 -2.0422
H -1.6855 -0.0227 -3.1859
H -1.5256 1.3563 0.6059
H 1.5302 0.0149 2.3739
```

Computed properties:
- frontier orbital gap (eV) = 9.3497
- calculated total energy (a.u.) = -410.85479
- SMILES = C=Nn1[nH]ncc1=O
- HOMO (eV) = -9.281
- multiplicity = 1
- net charge = 0

Mulliken atomic charge list, values in e, 8 entries: atom 1 (O): -0.6112, atom 2 (N): -0.6643, atom 3 (N): -0.6282, atom 4 (N): -0.0143, atom 5 (N): 0.6950, atom 6 (C): -0.2176, atom 7 (C): -0.4541, atom 8 (C): 0.6678

---

C21H60O25P6 | ωB97M-V with the def2-TZVPD basis set

```
112
Properties=species:S:1:pos:R:3
P -1.2866 1.0432 -1.7879
P 2.4344 0.1088 4.7001
P -5.1384 -1.1136 1.8784
P 2.7508 0.6499 -2.9781
P 0.4333 -3.1238 2.9577
P 3.4600 -0.5849 -7.3272
O -5.7315 -1.5420 0.4170
O 1.5623 1.1089 3.8344
O 1.6784 -4.1574 2.7822
O 2.5303 0.6836 -7.7474
O 2.5028 2.0038 -2.0294
O -0.5580 1.7415 -2.8891
O 3.6916 -1.3321 -8.5395
O -2.5767 1.8919 -1.5441
O 3.5005 -0.6646 3.8286
O 4.8263 -0.2988 -6.5744
O -0.3646 -3.0343 1.5568
O 2.7894 0.9797 -4.5686
O 1.3056 -0.6978 5.5573
O 4.0326 0.0388 -2.6027
O 2.5541 -1.7000 -6.4524
O -0.4135 0.7827 -0.5420
O -5.7288 0.2652 2.4112
O -1.8327 -0.3821 -2.4513
O -3.3944 4.1887 2.9808
O 1.4657 -0.3378 -2.7064
O -3.6896 -0.8502 1.7441
O 1.1063 -1.7799 3.0773
O -0.4546 -3.4155 4.2424
O 3.0855 0.9408 5.6475
O -5.1402 -2.1282 3.0853
C -1.5110 3.0929 3.9362
C -2.5507 3.2343 -1.2085
C 4.8240 -0.0578 3.6823
C 1.6416 -1.7053 -2.9511
C 2.2119 1.0085 -9.0602
C 2.1003 1.5919 2.6036
C -5.2381 -1.2593 -0.8214
C -2.1454 -0.5371 -3.8057
C -5.0883 1.5176 1.9803
C 2.4750 2.3492 -5.0674
C 0.2665 -3.0591 0.2910
C -2.6632 4.1750 3.9021
C 2.7433 1.9772 -0.6723
C -1.7920 -3.1428 4.4300
C -2.7166 5.2082 5.0662
C -4.9408 -1.7360 4.4556
C 2.4605 -4.3415 3.8053
C 0.1825 -0.0991 6.0204
C 5.3179 -1.2654 -5.5997
C -0.8009 0.0068 0.6440
C 1.0871 -1.7812 -6.7613
H 4.8008 -1.0495 -4.6480
H 5.2077 -0.3868 4.6696
H 6.4096 -0.9269 -5.6578
H -1.8753 3.5890 -0.3077
H -0.3813 -2.9567 -0.4094
H 3.1618 3.0900 -4.4369
H -1.9436 5.9322 5.1088
H -2.6326 -1.5202 -4.0033
H 0.7398 -2.2411 -5.8898
H -3.0340 4.6633 5.8843
H 5.2852 -2.2791 -5.8549
H 2.0158 2.7184 -0.1176
H -6.0556 -0.9781 -1.3827
H 2.4334 0.9509 -0.2469
H 3.0633 2.1676 2.8280
H -1.1525 -0.3235 -4.4557
H -4.1336 1.4374 2.4422
H 2.9143 -3.4101 3.9646
H -4.4588 -0.4633 -0.9496
H 2.1000 -2.1105 -3.9817
H 1.8647 -4.6417 4.6741
H 1.4759 2.4583 -4.5144
H 1.8494 2.0288 -9.1703
H 3.7570 2.4611 -0.2963
H -0.6572 3.6139 3.7004
H -3.7464 3.4944 -0.8789
H 2.4942 2.3834 -6.1504
H 3.1768 1.0268 -9.6944
H -1.5494 -0.8299 0.4836
H -1.8041 2.4169 3.2160
H 5.4822 -0.8149 2.9602
H -1.4500 0.4952 1.3807
H -0.3198 0.4153 5.2938
H -2.5422 -3.5595 3.7459
H -3.6032 5.9011 4.8906
H -0.0520 -0.1780 1.5473
H 0.4982 0.8086 6.7768
H -4.0518 -1.0854 4.6998
H 0.5670 -0.7684 -6.6538
H -4.7315 -2.1566 -1.1053
H -4.9097 -2.6819 4.9099
H -5.7580 2.1679 2.4382
H 2.2966 0.7596 1.9171
H -1.9876 -2.0491 4.2711
H -5.9254 -0.9780 4.6953
H 0.8383 -2.3640 -7.4443
H -5.0363 1.6138 0.9153
H 3.2631 -5.2596 3.7237
H 2.1722 -1.9400 -1.8188
H -2.7250 0.2425 -3.9699
H -1.5095 2.3685 4.7089
H -2.3786 3.6420 -2.1126
H 1.4541 2.1447 2.1176
H -0.4857 -0.9160 6.4559
H 1.0719 -2.2352 0.2031
H 0.6771 -4.0154 0.4903
H 4.7870 0.9188 3.4006
H 0.7045 -2.3076 -2.9803
H 1.3138 0.4756 -9.6022
H -2.2491 -3.4206 5.3900
```

Computed properties:
- frontier orbital gap (eV) = 9.8144
- calculated total energy (a.u.) = -4765.20998
- SMILES = COP(=O)(OC)OC.COP(=O)(OC)OC.COP(=O)(OC)OC.COP(=O)(OC)OC.COP(=O)(OC)OC.COP(=O)(OC)OC.CC(C)=O
- HOMO (eV) = -9.521
- multiplicity = 1
- net charge = 0

Mulliken atomic charge list, values in e, 8 entries: atom 1 (P): 0.2421, atom 2 (P): 0.8860, atom 3 (P): 0.0880, atom 4 (P): 0.2463, atom 5 (P): 0.0167, atom 6 (P): 0.8764, atom 7 (O): -0.4548, atom 8 (O): 0.0235

---

C24H31As2CoF6N7O4PS2 | ωB97M-V with the def2-TZVPD basis set

```
78
Properties=species:S:1:pos:R:3
As 0.0860 1.0969 -2.4670
As -2.5654 0.0431 -1.0915
Co -0.4451 0.4324 -0.0208
S 2.9255 -1.3426 0.5481
S 1.1559 -2.8111 -1.0768
P 0.4026 0.7356 3.3229
F 2.4509 -4.2387 -2.8388
F 4.9167 -0.8083 -1.0943
F 5.0235 -2.7775 -0.2017
F 1.3810 -2.5511 -3.6782
F 5.4808 -1.0192 0.9785
F 3.2338 -2.2317 -2.6035
O 0.4987 -4.0704 -0.9303
O 0.2994 -1.6509 -1.2719
O 3.0061 -1.3533 1.9867
O 2.4529 -0.1315 -0.0825
N -1.7664 1.5216 1.7165
N 0.8789 1.8622 0.7990
N -0.6655 -1.0412 1.4538
N -1.9693 2.2007 3.8064
N 2.6135 2.0127 2.1415
N 2.2389 -2.6621 0.0538
N 0.1072 -2.0560 3.2468
C -3.4483 1.7137 -1.5854
C -2.1955 -0.6356 -2.8629
C 1.8642 2.5775 0.1674
C -1.5794 -1.4086 -5.4525
C 1.3675 1.5188 1.9835
C -1.0627 -0.1107 -3.4910
C -1.2011 1.5241 2.9108
C -2.9309 2.2263 1.8484
C -0.9672 -2.3734 1.3685
C -2.6810 -1.9557 -4.8106
C 4.7052 -1.5101 0.0132
C -4.0836 -0.9620 -0.4610
C 2.1247 -2.9725 -2.6547
C -2.9963 -1.5609 -3.5160
C 0.8214 -2.2979 4.4987
C -0.0034 -0.8773 2.5930
C 3.4916 1.8175 3.2952
C -3.0720 2.6518 3.1384
C -0.3213 2.7511 -3.4097
C 2.9400 2.6834 0.9927
C -1.6729 2.4318 5.2180
C -0.7732 -0.4889 -4.7936
C -0.4933 -3.0104 2.4752
C 1.8649 0.8080 -3.1694
H -1.5682 1.4872 5.7465
H -1.4974 -2.7918 0.5304
H 3.8915 3.1722 0.8686
H 1.8100 0.5079 -4.2125
H -3.8773 1.5881 -2.5762
H 2.3904 0.0589 -2.5847
H 3.6462 0.7546 3.4622
H 4.4475 2.2844 3.0789
H 3.0629 2.2780 4.1824
H -3.8453 3.2196 3.6278
H -4.3958 -0.5408 0.4926
H 0.2779 3.5711 -3.0154
H 2.3969 1.7549 -3.0932
H -1.3347 -1.7086 -6.4632
H -4.8915 -0.8750 -1.1832
H -3.2971 -2.6876 -5.3164
H 0.4021 -1.6940 5.3001
H -1.3745 3.0034 -3.3274
H -0.5155 -4.0490 2.7575
H -0.0701 2.5928 -4.4568
H -3.8653 -1.9821 -3.0267
H -0.7573 3.0085 5.3277
H -2.4943 2.9906 5.6561
H 0.0922 -0.0871 -5.3069
H -3.5936 2.3980 1.0190
H 1.8746 -2.0670 4.3679
H 1.7268 2.9892 -0.8180
H -2.7326 2.5324 -1.5909
H -4.2411 1.9462 -0.8779
H -3.8199 -2.0070 -0.3151
H 0.7150 -3.3476 4.7541
```

Computed properties:
- frontier orbital gap (alpha / beta) (eV) = 8.4197 / 9.1258
- calculated total energy (a.u.) = -9208.46027
- HOMO (alpha / beta) (eV) = -11.508 / -11.434
- multiplicity = 2
- expectation value of S² = 1.142
- net charge = +1

Mulliken atomic charge list, values in e, 8 entries: atom 1 (As): 0.8398, atom 2 (As): 1.3106, atom 3 (Co): 0.7179, atom 4 (S): 1.1644, atom 5 (S): 1.2050, atom 6 (P): -0.4431, atom 7 (F): -0.2104, atom 8 (F): -0.1988